Density functional theory data (ωB97M-V with the def2-TZVPD basis set) for an isolated molecule of C18H28N2O3S.

Calculated values
Structure (SMILES) = CC(C)CNS(=O)(=O)c1ccc(CCC(=O)NC2CCCC2)cc1
HOMO-LUMO gap = 9.723 eV
DFT total energy = -1436.134388 hartree
E_HOMO = -9.256 eV

Geometry as XYZ:
```
52
Properties=species:S:1:pos:R:3:nbo_charge:R:1
C -0.24381 -3.16800 -2.73642 -0.61
C -1.59719 -3.87115 -2.69051 -0.22
C -2.38336 -3.60777 -3.97249 -0.61
C -2.40073 -3.42941 -1.45778 -0.23
N -2.66372 -2.00704 -1.45884 -0.89
S -2.37442 -1.15058 -0.05768 2.32
O -3.20333 0.01839 -0.12468 -0.94
O -2.45693 -2.00507 1.09257 -0.94
C -0.67448 -0.67134 -0.29991 -0.35
C 0.33687 -1.28344 0.41279 -0.17
C 1.64689 -0.88006 0.21944 -0.22
C 1.94416 0.14058 -0.67870 0.00
C 3.35490 0.63630 -0.85079 -0.43
C 4.09531 0.83067 0.47985 -0.50
C 3.25187 1.36692 1.63458 0.68
O 3.44422 1.00014 2.77507 -0.63
N 2.33728 2.30161 1.30535 -0.62
C 1.38557 2.82995 2.26236 -0.05
C 1.12809 4.32710 2.00085 -0.42
C -0.34612 4.44743 1.58529 -0.40
C -0.73543 3.04211 1.13062 -0.41
C 0.01084 2.15504 2.12007 -0.42
C 0.90915 0.72509 -1.40416 -0.18
C -0.40050 0.32073 -1.21902 -0.19
H -0.38450 -2.09246 -2.80809 0.21
H 0.32807 -3.50377 -3.59835 0.21
H 0.33039 -3.37797 -1.83703 0.21
H -1.43269 -4.94991 -2.59401 0.20
H -2.54075 -2.54017 -4.10224 0.20
H -1.83743 -3.98257 -4.83504 0.21
H -3.35142 -4.10246 -3.93878 0.21
H -1.83056 -3.63322 -0.54908 0.22
H -3.33339 -4.00244 -1.40226 0.20
H -3.52016 -1.72170 -1.90248 0.41
H 0.08064 -2.04982 1.12704 0.25
H 2.43702 -1.34598 0.78660 0.23
H 3.91536 -0.08549 -1.45225 0.23
H 3.33972 1.57183 -1.41534 0.20
H 4.92966 1.52121 0.33386 0.24
H 4.52033 -0.11169 0.82716 0.23
H 2.15033 2.49905 0.33635 0.39
H 1.82437 2.64147 3.24444 0.24
H 1.78623 4.67540 1.20374 0.20
H 1.34094 4.92460 2.88522 0.22
H -0.95301 4.73067 2.44556 0.20
H -0.49311 5.19550 0.80760 0.21
H -1.80955 2.87045 1.14634 0.23
H -0.37875 2.85656 0.11596 0.19
H 0.09867 1.12157 1.79055 0.22
H -0.49993 2.16596 3.08257 0.21
H 1.13112 1.50988 -2.11449 0.21
H -1.21908 0.77677 -1.75228 0.24
```